Density functional theory data (ωB97M-V/def2-TZVPD) for a 12-piece molecular cluster, C72H180N12O24 overall at a distorted geometry.

Each line ends with the Mulliken charge.
Cartesian coordinates (Å):
C -3.562 -4.330 -5.819  -0.526
O -2.300 -3.975 -6.263  -0.487
C -1.490 -3.315 -5.289  1.402
C -0.372 -2.666 -6.091  -1.322
N 0.517 -1.855 -5.303  -0.110
C 1.286 -2.649 -4.306  -0.857
C 1.783 -3.976 -4.692  -1.023
O 0.895 -4.965 -4.256  0.110
C 1.622 -6.177 -4.150  -0.893
H -4.225 -4.613 -6.656  0.353
H -4.100 -3.551 -5.338  0.083
H -3.590 -5.173 -5.130  0.207
H -1.226 -4.021 -4.547  -0.329
H -2.107 -2.519 -4.828  -0.218
H -0.850 -2.044 -6.807  0.569
H 0.117 -3.457 -6.605  0.279
H 1.206 -1.382 -5.895  0.298
H 0.625 -2.741 -3.491  0.133
H 2.176 -2.035 -3.998  0.445
H 2.738 -4.151 -4.250  0.806
H 1.885 -4.092 -5.765  0.405
H 2.127 -6.315 -5.095  0.469
H 0.969 -6.980 -3.996  0.318
H 2.357 -6.176 -3.365  0.296
C -5.601 -0.177 -6.081  -0.889
O -5.914 -0.316 -4.731  -0.077
C -7.100 0.363 -4.409  -0.635
C -7.275 0.274 -2.908  -0.876
N -6.165 0.892 -2.207  0.171
C -6.539 1.194 -0.818  -0.753
C -5.408 1.394 0.126  -0.363
O -4.791 0.160 0.394  0.620
C -5.481 -0.671 1.304  -0.785
H -4.670 -0.689 -6.216  0.136
H -5.500 0.819 -6.381  0.390
H -6.341 -0.690 -6.685  0.366
H -8.002 -0.022 -4.970  0.388
H -7.080 1.435 -4.728  0.257
H -7.446 -0.735 -2.620  0.349
H -8.153 0.818 -2.563  0.554
H -5.407 0.198 -2.107  -0.101
H -7.129 0.369 -0.373  0.321
H -7.085 2.125 -0.941  0.469
H -5.701 1.760 1.113  0.263
H -4.637 1.967 -0.301  -0.309
H -5.735 -0.164 2.234  0.239
H -4.746 -1.428 1.546  0.001
H -6.379 -1.180 0.838  0.232
C 7.837 -6.440 1.835  -0.785
O 6.525 -6.345 2.238  -0.088
C 5.803 -7.545 2.315  0.122
C 5.536 -8.088 0.889  -1.121
N 4.876 -7.117 0.006  -0.316
C 3.684 -6.459 0.451  -0.243
C 3.140 -5.616 -0.642  0.188
O 3.985 -4.461 -0.699  -0.177
C 3.811 -3.777 -1.950  -0.795
H 7.971 -7.134 0.946  0.329
H 8.473 -6.782 2.636  0.300
H 8.134 -5.457 1.530  0.195
H 4.831 -7.273 2.799  -0.246
H 6.342 -8.313 2.930  0.435
H 4.912 -9.002 0.920  0.372
H 6.422 -8.426 0.355  0.416
H 5.604 -6.399 -0.161  0.362
H 3.889 -5.718 1.241  -0.450
H 2.966 -7.201 0.779  0.700
H 2.071 -5.297 -0.541  -0.195
H 3.231 -6.153 -1.586  -0.043
H 4.464 -2.932 -1.796  0.355
H 2.803 -3.545 -2.199  0.027
H 4.201 -4.409 -2.759  0.442
C 3.957 1.362 -2.155  0.161
O 4.752 2.082 -3.080  -0.478
C 4.703 3.499 -2.940  -0.379
C 3.589 4.024 -3.945  -0.364
N 3.576 5.464 -3.824  -0.206
C 2.875 6.173 -4.853  -0.330
C 2.731 7.658 -4.542  -0.885
O 1.998 7.667 -3.312  0.077
C 1.793 8.967 -2.832  -0.938
H 2.870 1.536 -2.360  -0.149
H 4.212 1.716 -1.126  0.154
H 4.152 0.261 -2.213  0.132
H 5.603 3.894 -3.332  0.388
H 4.437 3.738 -1.913  0.155
H 2.593 3.536 -3.833  -0.210
H 4.005 3.800 -4.929  0.605
H 3.402 5.619 -2.880  0.209
H 1.810 5.805 -5.052  0.032
H 3.344 6.064 -5.851  0.379
H 2.168 8.133 -5.380  0.386
H 3.670 8.206 -4.426  0.515
H 1.257 9.587 -3.537  0.338
H 2.774 9.331 -2.540  0.421
H 1.153 8.851 -1.907  0.104
C -3.021 2.648 -3.257  -0.967
O -2.041 1.929 -2.605  0.590
C -1.483 0.825 -3.346  -1.280
C -0.270 0.260 -2.580  -0.140
N -0.447 -0.798 -1.610  0.757
C -1.299 -0.433 -0.493  -0.069
C -1.249 -1.550 0.460  0.933
O 0.132 -1.819 0.786  0.483
C 0.545 -3.164 0.438  1.718
H -3.537 1.983 -3.949  0.374
H -2.700 3.559 -3.823  -0.015
H -3.717 2.979 -2.507  0.261
H -1.114 1.203 -4.303  0.575
H -2.354 0.140 -3.435  0.344
H 0.155 1.127 -2.052  -0.309
H 0.422 -0.141 -3.335  0.390
H 0.508 -0.988 -1.298  -0.224
H -2.333 -0.260 -0.876  0.082
H -0.855 0.429 0.052  -0.540
H -1.592 -2.480 -0.037  -0.930
H -1.887 -1.463 1.390  -0.444
H 1.633 -3.052 0.495  -0.893
H 0.245 -3.485 -0.585  -1.135
H 0.246 -3.886 1.184  0.202
C 8.318 -1.139 2.563  -0.854
O 7.579 -1.497 3.673  -0.252
C 7.053 -2.846 3.582  -1.008
C 5.917 -2.945 2.573  -0.189
N 4.865 -1.967 2.851  1.348
C 3.849 -1.924 1.819  -0.457
C 2.912 -0.799 2.159  0.579
O 3.485 0.493 1.732  -0.513
C 3.023 1.592 2.501  0.073
H 9.022 -1.898 2.279  0.405
H 8.882 -0.220 2.805  0.233
H 7.715 -0.829 1.708  0.273
H 6.784 -3.241 4.589  0.196
H 7.819 -3.524 3.146  0.278
H 5.426 -3.908 2.527  -0.130
H 6.273 -2.764 1.547  0.373
H 5.236 -1.005 2.927  -0.392
H 3.286 -2.878 1.848  -0.408
H 4.182 -1.741 0.818  0.422
H 2.833 -0.778 3.281  -0.181
H 1.922 -0.903 1.760  0.089
H 1.924 1.761 2.356  -0.294
H 3.548 2.441 2.060  0.272
H 3.172 1.509 3.610  -0.027
C -4.626 4.210 6.888  -0.770
O -4.739 3.323 5.781  -0.332
C -4.000 2.114 5.874  -0.875
C -4.179 1.371 4.593  0.316
N -3.633 1.981 3.493  0.190
C -2.440 1.443 2.913  2.349
C -1.293 2.397 2.911  0.175
O -1.531 3.554 2.156  -0.638
C -1.619 3.217 0.762  1.104
H -5.165 5.069 6.539  0.250
H -3.560 4.417 7.026  0.309
H -5.087 3.788 7.780  0.281
H -4.479 1.534 6.707  0.425
H -2.951 2.400 6.164  0.301
H -5.250 1.097 4.481  0.410
H -3.559 0.498 4.788  -0.378
H -4.162 2.569 2.871  0.317
H -2.485 1.004 1.870  -0.303
H -2.065 0.620 3.555  -1.959
H -0.375 1.901 2.620  -0.741
H -1.208 2.759 3.940  0.414
H -1.662 4.186 0.230  0.417
H -2.498 2.682 0.439  -0.810
H -0.661 2.707 0.418  -0.307
C -5.891 5.357 -3.752  -0.505
O -5.804 6.053 -4.970  -0.359
C -6.464 7.290 -5.002  -0.808
C -5.438 8.382 -4.999  -0.281
N -4.499 8.099 -6.104  -0.333
C -3.285 8.845 -6.142  -1.218
C -2.285 8.418 -5.085  -0.114
O -2.046 7.043 -5.440  -0.423
C -0.887 6.599 -4.732  -0.381
H -5.352 4.407 -3.889  -0.042
H -6.923 5.238 -3.456  0.378
H -5.367 5.890 -2.934  0.298
H -7.129 7.440 -4.159  0.424
H -7.127 7.341 -5.842  0.390
H -4.949 8.482 -3.954  0.159
H -6.005 9.303 -5.136  0.325
H -4.356 7.114 -6.203  0.351
H -3.482 9.919 -6.053  0.410
H -2.832 8.602 -7.053  0.458
H -2.674 8.513 -4.064  0.297
H -1.435 9.086 -5.147  0.339
H -0.741 5.568 -5.124  0.156
H -1.091 6.583 -3.642  0.206
H -0.014 7.208 -5.059  0.170
C -3.273 -6.890 1.903  -0.819
O -1.993 -6.333 1.717  -0.024
C -1.089 -7.268 1.193  0.168
C -1.203 -7.569 -0.274  -0.895
N -0.729 -6.421 -1.037  0.345
C -1.782 -5.362 -1.200  1.296
C -2.989 -5.758 -2.002  -0.254
O -4.215 -5.078 -1.767  -0.509
C -4.194 -3.664 -1.991  0.022
H -3.686 -6.320 2.727  0.138
H -3.225 -7.980 2.071  0.436
H -3.980 -6.695 1.120  0.223
H -0.980 -8.164 1.764  0.764
H -0.108 -6.793 1.358  -0.814
H -2.168 -7.956 -0.633  0.297
H -0.506 -8.383 -0.463  0.581
H -0.455 -6.708 -1.959  0.090
H -1.246 -4.533 -1.669  -0.487
H -2.093 -5.070 -0.191  -0.989
H -3.190 -6.849 -1.810  0.184
H -2.877 -5.720 -3.094  -0.135
H -3.774 -3.376 -2.949  0.071
H -3.669 -3.061 -1.193  -0.115
H -5.206 -3.386 -1.947  0.380
C 0.365 0.313 5.651  0.514
O -0.343 -0.849 5.264  -0.727
C 0.059 -1.381 4.008  2.336
C -0.738 -2.596 3.767  -0.959
N -2.159 -2.340 3.935  0.663
C -2.866 -3.648 4.063  0.246
C -4.359 -3.498 4.332  -0.632
O -4.841 -3.526 5.691  -0.462
C -4.463 -2.511 6.532  -0.365
H 1.405 0.030 5.948  -0.672
H -0.100 0.730 6.533  0.384
H 0.353 1.088 4.875  -0.067
H 1.185 -1.648 4.081  -0.821
H -0.100 -0.618 3.306  -0.059
H -0.362 -3.406 4.414  0.610
H -0.548 -2.931 2.764  -0.692
H -2.247 -1.852 4.825  -0.165
H -2.567 -4.249 4.946  0.330
H -2.660 -4.218 3.089  -0.502
H -4.968 -4.335 3.987  0.276
H -4.790 -2.561 3.868  0.270
H -4.996 -1.559 6.274  0.119
H -3.357 -2.268 6.540  0.110
H -4.807 -2.691 7.539  0.373
C 1.866 -5.641 3.571  -0.616
O 2.367 -4.410 4.022  0.535
C 2.844 -4.491 5.314  -0.922
C 2.817 -3.143 6.072  -0.709
N 3.971 -2.256 5.729  0.326
C 4.185 -1.227 6.789  -0.562
C 5.453 -0.428 6.504  -0.696
O 5.086 0.378 5.412  -0.156
C 6.091 1.059 4.681  -0.651
H 2.658 -6.419 3.732  0.488
H 1.678 -5.670 2.507  -0.621
H 0.994 -5.931 4.166  0.548
H 3.951 -4.804 5.271  0.068
H 2.301 -5.256 5.917  0.586
H 2.938 -3.355 7.088  0.772
H 1.878 -2.537 6.068  0.000
H 4.044 -1.929 4.746  -0.339
H 4.440 -1.720 7.712  0.418
H 3.298 -0.653 6.850  0.058
H 6.297 -1.100 6.263  0.256
H 5.679 0.209 7.319  0.541
H 5.566 1.941 4.285  0.244
H 6.562 0.493 3.876  0.051
H 6.937 1.488 5.351  0.356
C 0.657 3.949 -2.053  -0.933
O 1.675 4.826 -1.672  0.803
C 2.063 4.534 -0.319  0.945
C 2.899 5.682 0.179  -1.683
N 2.237 6.975 0.117  -0.160
C 0.846 7.034 0.657  -0.240
C 0.521 8.319 1.422  -0.735
O 1.148 8.462 2.699  -0.336
C 1.984 9.588 2.768  -0.738
H 0.491 4.166 -3.117  0.141
H -0.357 4.165 -1.619  -0.121
H 0.851 2.904 -1.902  0.366
H 2.631 3.622 -0.278  0.131
H 1.124 4.443 0.275  -0.492
H 3.804 5.714 -0.414  0.473
H 3.230 5.578 1.180  0.440
H 2.294 7.267 -0.827  0.103
H 0.729 6.172 1.319  0.396
H 0.071 6.873 -0.102  0.104
H -0.569 8.349 1.633  0.312
H 0.806 9.191 0.827  0.376
H 2.372 9.635 3.774  0.262
H 1.469 10.503 2.570  0.318
H 2.818 9.511 2.093  0.305

**E_HOMO**: -8.0 eV
**Multiplicity**: 1
**Energy relative to the best compared isomer or geometry (same formula, charge and spin)**: 79.9 kcal/mol
**Max |F|**: 0.0712 hartree/bohr
**SMILES**: COCCNCCOC.COCCNCCOC.COCCNCCOC.COCCNCCOC.COCCNCCOC.COCCNCCOC.COCCNCCOC.COCCNCCOC.COCCNCCOC.COCCNCCOC.COCCNCCOC.COCCNCCOC
**Kohn-Sham gap**: 8.488 eV